{"formula": "C4H13N3", "method": "ωB97M-V/def2-TZVPD", "symbols": ["C", "N", "C", "C", "H", "H", "H", "H", "H", "H", "H", "N", "C", "N", "H", "H", "H", "H", "H", "H"], "xyz": [[-0.2533, 1.7661, -0.7014], [-1.1895, 0.9817, -0.3884], [-1.5578, 0.9121, 1.0127], [-2.9628, 1.4696, 1.2022], [0.2886, 2.3596, 0.0383], [0.0181, 1.8392, -1.7505], [-1.5318, -0.1368, 1.3108], [-0.8519, 1.4502, 1.6616], [-3.2853, 1.4374, 2.2387], [-2.9841, 2.5051, 0.8554], [-3.6606, 0.9177, 0.5702], [1.2972, -2.3804, -1.2232], [2.3435, -1.9327, -0.3207], [2.2012, -0.6314, 0.3227], [0.4221, -2.5239, -0.7365], [1.1374, -1.7169, -1.9702], [2.4292, -2.6677, 0.4756], [3.2821, -1.9387, -0.8693], [2.0881, 0.0984, -0.3704], [1.3766, -0.6229, 0.9113]], "total_energy_ha": -324.4319, "largest_force_ev_per_a": 0.513, "smiles": "C=NCC.NCN"}

{"formula": "C4H13N3", "method": "ωB97M-V/def2-TZVPD", "symbols": ["C", "C", "C", "C", "N", "N", "N", "H", "H", "H", "H", "H", "H", "H", "H", "H", "H", "H", "H", "H"], "xyz": [[-1.1880, -2.0221, -1.0269], [-0.1707, -1.1634, -0.2710], [1.0420, -0.8905, -1.1631], [-0.8415, 0.1339, 0.2172], [0.0283, 0.8722, 1.1492], [0.3590, 2.1368, 0.5966], [1.1146, 2.8347, 1.5623], [-1.5752, -1.4992, -1.9079], [-2.0367, -2.2747, -0.3821], [-0.7343, -2.9614, -1.3605], [0.1671, -1.7395, 0.6006], [1.4811, -1.8301, -1.5163], [1.8230, -0.3480, -0.6215], [0.7623, -0.2994, -2.0419], [-1.7631, -0.1231, 0.7553], [-1.1565, 0.7441, -0.6408], [-0.4981, 1.0081, 2.0141], [0.8918, 2.0397, -0.2803], [0.5147, 3.1826, 2.3102], [1.7802, 2.1995, 2.0069]], "total_energy_ha": -324.3953, "largest_force_ev_per_a": 1.747, "smiles": "CC(C)CNNN"}

{"formula": "C4H13N3", "method": "ωB97M-V/def2-TZVPD", "symbols": ["C", "N", "C", "C", "N", "C", "N", "H", "H", "H", "H", "H", "H", "H", "H", "H", "H", "H", "H", "H"], "xyz": [[0.2338, -3.2145, -0.1273], [-0.6293, -2.1353, -0.4587], [-0.1162, -0.9620, -1.1888], [0.6994, -0.0768, -0.2322], [-0.1542, 0.9742, 0.3275], [0.4072, 2.3197, 0.5048], [-0.5218, 3.2079, 1.1925], [-0.0149, -3.5560, 0.8962], [0.1432, -4.1081, -0.7726], [1.2975, -2.9777, -0.0885], [-1.5148, -2.3818, -0.8818], [-0.9661, -0.4285, -1.5994], [0.5005, -1.2657, -2.0550], [1.3142, -0.7162, 0.4056], [1.4279, 0.4651, -0.8586], [-0.3277, 0.7007, 1.2961], [1.3569, 2.3062, 1.0734], [0.6355, 2.7556, -0.4605], [-1.0067, 3.6577, 0.4083], [-1.3684, 2.8325, 1.6141]], "total_energy_ha": -324.4150, "largest_force_ev_per_a": 2.634, "smiles": "CNCCNCN"}